ORCA calculation (ωB97M-V/def2-TZVPD) on C33H50N3OP2W as an isolated structure at a distorted geometry.

Geometry as XYZ:
```
90
Properties=species:S:1:pos:R:3:forces:R:3
H -3.063468 -4.075007 0.880332 -0.0435 0.2098 -0.0024
H -4.007283 -2.700546 0.286896 0.1413 -0.0905 0.0786
C 0.507574 -4.352361 -2.486062 0.4658 -0.0232 -0.9828
C -1.881685 2.534259 -3.202705 -0.2382 -0.2620 -0.3505
H 2.121057 2.560954 2.684247 0.0597 0.0732 -0.1024
H 1.104948 3.668941 -0.427995 -0.3301 -0.3349 0.0357
C -2.998124 -3.026925 0.556572 -0.0871 -0.2188 -0.2690
P 2.183937 1.505098 -0.214373 0.7174 1.1306 -1.3238
C -2.059243 0.979509 -1.432686 -0.0412 -0.7379 -0.5339
C 4.234637 3.540621 0.130180 0.1079 -0.0063 -0.2014
N 1.286693 -0.325437 2.373516 2.9420 -1.2502 3.7767
C -1.298761 -2.839844 -2.985874 0.3378 0.3833 -0.1144
H 5.053750 3.103906 -0.450927 -0.3520 0.1808 0.2041
H 4.446579 1.135010 -3.317236 -0.1516 0.1129 0.3446
H -3.363979 0.929669 -3.117136 -0.1309 0.2168 -0.1190
C 0.233485 -5.107362 -3.634507 -0.5864 0.0712 0.2849
C 3.408915 2.489118 0.899573 -0.1376 -0.1434 0.3259
C -1.026552 -2.828599 2.046848 0.4555 0.2074 -0.2495
P -2.251392 -0.303772 0.940605 -0.8050 0.3509 1.5371
C -3.658766 0.770558 1.644179 0.3998 -0.0749 0.8549
H -5.562257 0.745837 0.637251 -0.1414 -0.1847 0.2657
H -0.261190 3.931846 -2.924108 -0.1945 -0.3526 -0.0154
C -0.151438 2.311803 -1.568633 0.3118 0.2002 0.4572
H -3.811985 0.098069 3.728297 0.0952 0.3756 -0.1724
H 3.611350 4.158407 -0.530961 0.2034 -0.0973 0.1431
H -4.286246 1.777509 3.387725 0.2696 -0.2818 0.2143
N 0.686882 -1.449417 -0.345346 0.8405 -6.0614 -5.4556
C -0.111669 -3.133020 -2.152159 0.8377 -1.5457 -1.3380
C -2.974875 0.268298 -0.582942 2.5983 -4.1277 -2.7104
H 2.684986 -0.206103 5.243906 0.0324 0.0372 0.0935
C 2.613919 3.237197 1.978097 -0.1229 0.0541 0.0932
C 1.195220 2.793231 -1.090757 0.5775 0.3043 0.0362
C 4.335611 1.483844 1.600194 0.2842 -0.0076 0.0461
H 3.320492 3.853963 2.557574 -0.2649 -0.2342 -0.2028
H 4.930850 2.014470 2.361202 -0.2103 -0.1202 -0.2547
O -0.561456 2.760861 2.635843 1.7072 -4.8123 -3.8041
C -0.265682 1.847301 1.908215 -2.0209 5.5476 4.3366
H 1.337699 -4.684726 -1.891483 0.3713 -0.0034 0.1803
H -0.479918 -2.256129 2.805054 -0.1712 -0.0424 -0.0285
H 0.895039 -5.951888 -3.835958 -0.4342 0.1495 -0.0488
C -2.476709 1.388254 -2.707993 0.0005 0.4784 1.1480
H -4.247931 -1.875093 2.806221 0.3595 -0.1125 0.0796
H 4.703258 4.219018 0.862788 -0.2563 -0.2714 -0.1907
C 3.862802 -0.539962 -1.097463 0.2299 -0.1630 -0.1138
C 2.151621 0.222403 -2.738033 -0.2648 -0.1282 -0.0494
C -4.951246 0.031989 1.202325 -0.4005 0.0274 -0.1364
H -0.372404 -2.966358 1.181379 -0.1421 -0.0468 0.1839
H -2.469149 -3.433606 -4.784668 0.2841 0.2955 0.7967
C 0.767421 -2.374002 -1.194374 -5.0867 6.1729 4.5873
H -5.537437 -0.369928 2.040376 0.2169 0.3456 -0.1860
H 3.159892 -1.200197 -0.574688 0.3057 0.0965 -0.0595
C -3.561656 2.161057 0.963007 -0.0640 -0.2088 -0.1781
H -4.788884 -0.802011 0.502239 -0.0917 0.2457 0.4588
C -0.839201 -4.763233 -4.468288 0.6493 -0.0219 0.4818
C -3.558321 0.986836 3.141062 -0.3957 0.3298 0.5270
C -3.221709 -2.232905 2.954707 -0.2539 0.2505 0.0950
C -2.374904 -2.200163 1.674033 -0.4617 0.0375 -0.2492
H -3.292731 -3.276334 3.312575 0.0950 0.3413 -0.3363
H -2.010635 -2.017168 -2.813358 0.8207 -0.1341 0.1877
H -1.051930 -5.368353 -5.370029 0.0772 0.5864 0.6326
C 2.390077 -1.081807 4.668098 0.4802 0.5628 -1.1788
H 5.043918 1.817647 -1.807633 -0.3332 -0.0749 -0.1881
N -0.806507 1.288864 -0.960987 0.4913 0.9086 0.0442
H 4.685564 -0.278449 -0.421821 -0.2784 -0.1394 -0.2603
H 1.563509 1.040676 -3.167847 0.1547 -0.0781 -0.0219
H 1.864311 3.917113 1.556715 0.1206 -0.0719 0.1400
H 1.800656 3.198128 -1.923605 -0.4242 -0.3732 0.1563
C 4.130814 1.627950 -2.382696 0.1795 0.0388 0.0991
C -1.621577 -3.640798 -4.113931 0.6906 -0.1448 0.7782
H -2.563517 2.595570 1.108725 -0.4505 0.1781 0.0225
H 1.467038 -0.535069 -2.359416 0.0177 0.2427 -0.1913
H 3.764022 0.698604 2.115110 0.2190 0.1646 -0.1499
H 3.672085 2.583462 -2.672607 0.2096 -0.2000 0.0877
H -2.335609 3.045827 -4.037924 0.1715 0.0692 -0.2009
W 0.166561 0.320348 0.740925 0.6917 -1.0477 0.4639
C -0.743990 3.013615 -2.581301 0.0677 0.8908 -0.9407
H -2.370746 -3.021746 -0.342334 -0.0890 0.0272 0.0641
C 1.909195 -0.630595 3.345632 -3.1182 0.5984 -2.5497
H 4.300050 -1.105850 -1.934696 -0.1102 0.1167 0.2394
H 3.250531 -1.727421 4.505384 0.0978 -0.1007 0.1463
H 2.730381 -0.241312 -3.552946 -0.2028 0.1997 0.2455
H -1.217184 -3.828890 2.480730 -0.0335 0.4942 -0.2384
H 1.597712 -1.620183 5.174284 -0.2775 -0.1059 -0.0158
H -2.742516 -1.661213 3.762773 -0.1900 -0.1769 -0.2397
H -3.458977 -0.589854 -1.087079 -0.7113 1.1190 -0.1032
H -2.561318 1.350186 3.429073 -0.3218 -0.0793 0.0076
H -3.754424 2.101834 -0.117382 -0.0598 0.2257 0.3803
H 5.044969 1.011149 0.909865 -0.2054 0.1964 0.2752
H -4.352895 2.813214 1.344227 0.2752 -0.0202 0.2797
C 3.140068 0.689612 -1.663615 0.0250 -0.1329 0.1402
```
Forces are in eV/Å.

Summary:
ΔE to the lowest compared entry with this formula, charge and spin = 85.87 kJ/mol
Multiplicity = 3
Orbital gap (alpha / beta) = 5.63 / 5.79 eV
HOMO (alpha / beta) = -0.6094 / -0.6130 hartree
E = -2275.66913 a.u.
Lowest unoccupied orbital energy (alpha / beta) = -10.95 / -10.89 eV
Net charge = +3